Formula: C15H21N3S
Source: OMol25
Level of theory: ωB97M-V with the def2-TZVPD basis set

The geometry in XYZ format:
```
40
Properties=species:S:1:pos:R:3:forces:R:3:mulliken_charge:R:1
S 0.090642 -2.621425 -0.486298 0.03 -0.92 0.07 -0.503
C 0.168782 -0.972429 -0.628386 0.06 0.13 -0.10 0.359
N 1.330854 -0.404956 -1.015164 0.09 0.15 -0.01 -0.061
C 1.660720 0.997817 -0.939617 -0.19 0.24 -0.04 -0.576
C 3.121645 1.197006 -1.361772 -0.20 -0.03 0.13 -1.057
C 4.048068 0.453796 -0.441071 0.19 0.32 0.03 0.826
C 4.864471 1.104239 0.476638 0.01 -0.10 0.01 -0.690
C 5.673744 0.343370 1.304964 -0.05 -0.07 -0.04 -0.276
C 5.635305 -1.037744 1.197953 -0.01 0.10 -0.01 -0.536
C 4.782051 -1.595322 0.258468 0.23 -0.17 0.23 -0.275
N 4.018933 -0.871607 -0.539418 -0.08 -0.08 -0.31 -0.474
N -0.885614 -0.166094 -0.388708 0.46 0.40 -0.12 0.002
C -2.214836 -0.635276 -0.088277 -0.15 -0.18 0.24 -0.696
C -3.223094 -0.336875 -1.222479 -0.10 0.00 -0.06 -1.216
C -4.301242 0.496510 -0.523286 -0.22 0.07 -0.26 0.036
C -5.073638 -0.421732 0.430712 -0.20 0.03 -0.09 -0.847
C -4.058963 -0.683624 1.562464 0.08 -0.04 0.13 -0.972
C -2.826265 0.107761 1.112346 0.19 -0.09 0.21 0.014
C -3.468703 1.327680 0.452276 -0.02 0.01 0.01 -0.929
H 2.138252 -1.027432 -1.029008 -0.32 -0.04 -0.02 0.271
H 1.016864 1.574253 -1.617609 0.07 0.03 0.10 0.419
H 1.518977 1.382724 0.082704 -0.02 0.02 -0.11 0.355
H 3.240722 0.808214 -2.374402 0.04 0.06 -0.02 0.335
H 3.356655 2.261625 -1.357920 -0.02 -0.03 -0.03 0.377
H 4.866922 2.182159 0.538601 -0.01 0.09 -0.02 0.318
H 6.321926 0.821940 2.024934 0.04 0.03 0.04 0.401
H 6.248008 -1.664424 1.826268 0.04 -0.07 0.04 0.374
H 4.699361 -2.666542 0.133073 0.06 -0.10 0.06 0.409
H -0.783899 0.823195 -0.553464 0.06 -0.01 -0.02 0.260
H -2.114761 -1.705835 0.104303 -0.04 0.22 0.01 0.597
H -3.622879 -1.247788 -1.663300 -0.01 -0.05 -0.08 0.305
H -2.739694 0.236462 -2.015756 0.03 -0.01 -0.02 0.383
H -4.937671 1.051785 -1.210905 -0.01 0.02 0.00 0.436
H -5.387275 -1.339983 -0.063077 -0.08 -0.03 -0.04 0.357
H -5.965464 0.078976 0.808551 -0.04 -0.02 0.00 0.372
H -3.833684 -1.741861 1.682565 0.02 -0.05 0.07 0.422
H -4.426461 -0.306178 2.516935 0.01 -0.02 0.03 0.334
H -2.107416 0.299583 1.907437 0.04 -0.03 -0.01 0.432
H -4.075234 1.911761 1.142024 -0.03 0.09 0.06 0.388
H -2.756105 1.986256 -0.043283 0.06 0.11 -0.06 0.328
```
Forces are in eV/Å.

The calculation puts the calculated total energy at -31202.1975 eV. As for the spin multiplicity: 1. As for the frontier orbital gap: 8.2 eV. The total charge is 0. The relative energy (zero: lowest compared OMol25 entry of this formula, charge and spin) comes out at 0.0 kcal/mol. As for the structure (SMILES): S=C(NCCc1ccccn1)N[C@@H]1C[C@H]2CC[C@@H]1C2.

Formula: C16H29B2Cl2FN2O10P2
Source: OMol25
Level of theory: ωB97M-V with the def2-TZVPD basis set

The geometry in XYZ format:
```
64
Properties=species:S:1:pos:R:3:forces:R:3:mulliken_charge:R:1
C -4.720157 -1.664891 1.402381 -0.01 0.61 0.88 -0.789
B -3.187438 -1.902154 1.882456 0.84 0.23 1.92 0.564
O -2.714248 -1.513325 3.211257 -1.73 -1.79 -1.71 -0.566
C -2.023055 -2.642279 0.945197 -2.79 1.34 -0.48 0.431
Cl -1.822912 -4.295005 1.727268 0.14 0.48 -0.45 -0.234
O -0.939823 -1.755102 0.926316 0.49 -0.65 -0.65 -0.361
C 0.068256 -1.826804 -0.080246 0.73 -0.73 -1.46 0.551
C -0.516085 -2.127033 -1.589483 -1.07 -0.85 0.92 -0.967
C -1.640778 -1.207249 -2.175078 -0.20 1.19 -2.81 -0.884
O -2.595729 -0.601603 -1.284839 -0.03 -0.31 -0.06 -0.344
C 1.030486 -3.106539 0.065525 0.05 -0.62 -0.87 -1.109
C 2.014678 -3.346209 1.256914 0.91 -1.66 1.25 -0.491
C 1.460318 -4.232779 2.518872 1.93 -0.54 -0.85 -0.646
Cl 0.705538 -3.236013 3.853508 0.31 -0.92 -1.07 -0.156
C 0.864508 -0.378802 -0.014899 -0.46 -1.10 -1.85 -0.040
O 1.745543 -0.218001 1.101363 -1.40 0.10 2.48 -0.288
C 1.234510 -0.223326 2.387502 -2.97 1.54 2.82 0.606
N 0.664546 -0.026158 3.446365 3.55 -1.20 -5.80 -0.583
O -0.060891 0.643079 -0.323797 0.50 0.13 2.54 1.079
C 0.077249 1.961080 0.155946 -0.76 3.09 -2.20 -0.112
C 1.460093 2.733765 -0.058324 2.00 0.14 0.43 -0.810
C 2.478746 2.751886 1.198361 0.60 1.25 0.61 0.734
C 3.002531 4.272342 1.477418 -0.07 -0.48 -1.40 -1.305
F 3.683379 1.969979 0.903484 -1.66 0.84 0.14 -0.379
O -0.405270 2.196864 1.556942 -0.46 2.92 0.74 -0.349
C -0.680719 3.562566 1.761598 0.89 1.36 1.36 0.495
N -0.774140 4.724138 2.090726 0.25 -5.70 -1.85 -0.611
B -1.135535 2.775312 -0.665380 -1.85 -0.51 -1.16 0.855
C -0.944889 3.993264 -1.700492 0.07 1.21 0.14 -0.913
O -2.520913 2.323079 -0.473015 2.76 0.07 -1.50 -0.679
P 2.221389 -0.462866 -1.420133 1.66 -1.75 0.80 -0.753
P 1.568166 0.329111 -3.297846 -1.73 4.22 -4.68 1.057
O 0.574925 1.500444 -3.300813 1.57 -2.30 0.48 -0.641
O 0.942167 -0.837544 -4.416031 1.04 1.49 2.00 -0.560
O 2.992731 0.922338 -4.092902 -1.92 -1.30 1.49 -0.587
H -5.146681 -0.823890 2.083389 0.60 -1.36 -1.26 0.221
H -5.355675 -2.596631 1.620140 0.84 1.25 -0.68 0.319
H -4.754409 -1.315279 0.312148 -0.15 -0.78 1.53 0.170
H -3.332855 -1.878729 3.899160 0.71 0.99 -0.92 0.284
H -2.594760 -2.830434 -0.046752 1.78 0.18 1.24 0.076
H 0.318306 -2.268851 -2.366699 -1.21 0.57 1.22 0.428
H -0.969441 -3.197172 -1.497218 0.84 1.82 -0.03 0.589
H -1.155340 -0.340675 -2.783908 -0.58 -1.41 1.07 0.282
H -2.246063 -1.805763 -2.971455 1.20 0.63 1.25 0.388
H -3.229679 -0.039342 -1.793002 1.03 -0.91 0.45 0.304
H 0.335093 -4.038736 -0.010385 1.07 1.69 0.34 0.469
H 1.640367 -3.173442 -0.924173 -0.94 0.31 1.82 0.389
H 2.593646 -2.487782 1.728338 -1.04 -0.76 -0.95 0.080
H 2.857371 -4.040446 0.838460 -1.47 1.18 0.59 0.417
H 2.417423 -4.706501 2.977847 -1.73 0.90 -0.60 0.404
H 0.830703 -5.118792 2.153346 0.47 1.65 0.75 0.287
H 1.343869 3.865630 -0.299339 -0.53 -2.11 0.38 0.466
H 2.084332 2.332526 -0.952343 -1.40 0.52 1.48 0.056
H 2.056218 2.334950 2.171257 0.46 0.32 -1.47 0.136
H 3.294452 4.682318 0.433697 -0.33 -0.53 1.67 0.340
H 3.941640 4.301974 2.125383 -1.51 -0.20 -0.72 0.378
H 2.170034 4.956584 1.871006 1.18 -1.23 -0.38 0.301
H -0.645624 4.927925 -1.070454 -0.47 -1.45 -0.93 0.307
H -0.117340 3.874225 -2.480981 -1.24 -0.01 1.05 0.216
H -1.957139 4.292530 -2.185517 1.77 -0.61 0.66 0.295
H -2.821139 2.211794 -1.415603 0.00 0.60 1.43 0.235
H 3.311633 0.410126 -1.006468 -1.20 -0.11 -0.48 0.270
H 0.219776 -0.404577 -4.938736 0.88 -0.15 0.84 0.349
H 2.804110 1.820897 -4.447258 -0.21 -0.79 0.50 0.326
```
Forces are in eV/Å.

The calculation puts the calculated total energy at -88205.3161 eV. As for the spin multiplicity: 1. As for the frontier orbital gap: 9.4 eV. The total charge is 0. As for the structure (SMILES): CB(O)[C@H](Cl)O[C@](CCO)(CCCCl)[C@](OC#N)(O[C@](C[C@H](C)F)(OC#N)B(C)O)PP(=O)(O)O.

Formula: C2H5NO4
Source: OMol25
Level of theory: ωB97M-V with the def2-TZVPD basis set

The geometry in XYZ format:
```
12
Properties=species:S:1:pos:R:3:forces:R:3:mulliken_charge:R:1
O -1.512684 0.657276 -1.201312 -0.02 0.92 -0.12 -0.120
C -0.741007 -0.222412 -0.854190 0.36 -2.14 1.06 0.319
N 0.521323 -0.497748 -1.092578 -0.30 1.10 -1.60 -0.074
C 1.208237 0.165045 -2.244939 -0.31 -0.85 -1.25 0.534
O 0.625879 1.256777 -2.733005 0.14 0.18 0.72 -0.418
O 2.111229 -0.429202 -2.708832 0.35 0.38 0.53 -0.321
H -1.211615 -1.022373 -0.225238 -0.41 0.38 -0.01 0.364
H 0.794787 -1.479819 -1.085974 0.16 0.02 0.77 0.339
H -0.311015 1.181893 -2.969474 0.01 0.04 -0.09 0.377
H -1.230306 -0.031486 5.003148 -0.50 0.42 0.19 0.316
H 0.212992 -0.127222 5.006332 0.52 0.39 0.19 0.317
O -0.467821 0.549266 5.106066 -0.02 -0.84 -0.38 -0.633
```
Forces are in eV/Å.

The calculation puts the calculated total energy at -11824.3096 eV. Its expectation value of S² is 0.76. As for the spin multiplicity: 2. As for the frontier orbital gap (alpha / beta): 8.1 / 3.4 eV. The total charge is +1. The relative energy (zero: lowest compared OMol25 entry of this formula, charge and spin) comes out at 12.6 kcal/mol.

Formula: C5H10N4
Source: OMol25
Level of theory: ωB97M-V with the def2-TZVPD basis set

The geometry in XYZ format:
```
19
Properties=species:S:1:pos:R:3:forces:R:3:mulliken_charge:R:1
C 2.383820 0.721555 -1.308946 -0.03 0.36 -0.77 -0.835
N 0.988888 0.312834 -1.240548 -0.15 -0.45 0.48 -0.156
C 0.313305 0.277515 -0.060845 1.65 1.48 0.08 0.359
N 0.768120 1.006082 0.935126 -0.16 -0.51 -0.34 -0.667
C 0.136423 1.020169 2.116183 -0.51 -0.49 0.15 0.520
N -0.382775 1.018688 3.157580 0.46 0.16 -0.77 -0.546
N -0.802235 -0.519406 -0.123418 -0.93 -0.83 -0.09 0.018
C -2.040999 0.257874 -0.295583 -0.58 -0.23 0.06 -0.856
C -0.767803 -1.691328 0.805400 -1.42 1.16 0.17 -0.948
H 2.713384 0.575750 -2.337631 0.00 0.12 0.02 0.341
H 3.018235 0.118794 -0.681083 0.12 -0.35 0.42 0.308
H 2.560560 1.765215 -1.030198 -0.41 -0.17 -0.05 0.270
H 0.601252 -0.352460 -1.917993 0.56 0.53 0.48 0.307
H -2.330256 0.826607 0.604642 0.03 -0.31 -0.09 0.308
H -2.860218 -0.430180 -0.583211 0.42 0.32 0.29 0.312
H -1.956442 0.998724 -1.116501 0.32 -0.55 0.36 0.287
H -1.193342 -1.382483 1.793772 0.45 -0.51 -0.56 0.356
H -1.403258 -2.469871 0.356259 0.30 0.16 0.27 0.313
H 0.253340 -2.054076 0.926996 -0.11 0.12 -0.10 0.309
```
Forces are in eV/Å.

The calculation puts the calculated total energy at -11306.6083 eV. As for the spin multiplicity: 1. As for the frontier orbital gap: 9.8 eV. The total charge is 0. The relative energy (zero: lowest compared OMol25 entry of this formula, charge and spin) comes out at 29.3 kcal/mol. As for the structure (SMILES): CN/C(=N/C#N)N(C)C.

Copy entry 3 word for word.
Formula: C2H5NO4
Source: OMol25
Level of theory: ωB97M-V with the def2-TZVPD basis set

The geometry in XYZ format:
```
12
Properties=species:S:1:pos:R:3:forces:R:3:mulliken_charge:R:1
O -1.512684 0.657276 -1.201312 -0.02 0.92 -0.12 -0.120
C -0.741007 -0.222412 -0.854190 0.36 -2.14 1.06 0.319
N 0.521323 -0.497748 -1.092578 -0.30 1.10 -1.60 -0.074
C 1.208237 0.165045 -2.244939 -0.31 -0.85 -1.25 0.534
O 0.625879 1.256777 -2.733005 0.14 0.18 0.72 -0.418
O 2.111229 -0.429202 -2.708832 0.35 0.38 0.53 -0.321
H -1.211615 -1.022373 -0.225238 -0.41 0.38 -0.01 0.364
H 0.794787 -1.479819 -1.085974 0.16 0.02 0.77 0.339
H -0.311015 1.181893 -2.969474 0.01 0.04 -0.09 0.377
H -1.230306 -0.031486 5.003148 -0.50 0.42 0.19 0.316
H 0.212992 -0.127222 5.006332 0.52 0.39 0.19 0.317
O -0.467821 0.549266 5.106066 -0.02 -0.84 -0.38 -0.633
```
Forces are in eV/Å.

The calculation puts the calculated total energy at -11824.3096 eV. Its expectation value of S² is 0.76. As for the spin multiplicity: 2. As for the frontier orbital gap (alpha / beta): 8.1 / 3.4 eV. The total charge is +1. The relative energy (zero: lowest compared OMol25 entry of this formula, charge and spin) comes out at 12.6 kcal/mol.

- Look up the calculated total energy of the first one.
  -31202.1975 eV

- The highest spin multiplicity belongs to which entry?
  C2H5NO4

- The lowest calculated total energy belongs to which entry?
  C16H29B2Cl2FN2O10P2